{
  "formula": "C2H8N3",
  "method": "ωB97M-V/def2-TZVPD",
  "elements": ["C", "C", "N", "N", "N", "H", "H", "H", "H", "H", "H", "H", "H"],
  "positions_angstrom": [[-0.25, -0.57, -0.41], [-0.68, 0.83, -0.23], [1.07, -1.12, 0.17], [2.02, -1.44, -0.60], [-1.38, 1.20, 1.04], [-1.10, -1.10, -0.07], [-0.31, -0.73, -1.44], [0.09, 1.66, -0.37], [1.87, -1.51, -1.58], [3.04, -1.34, -0.41], [-0.66, 1.33, 1.83], [-2.16, 0.65, 1.27], [-1.55, 2.15, 0.80]],
  "energy_ha": -244.84044,
  "homo_lumo_gap_ev": [6.1, 9.2],
  "e_lumo_ev": [-5.56, -4.00],
  "charge": 1
}

=====

{
  "formula": "C2H8N3",
  "method": "ωB97M-V/def2-TZVPD",
  "elements": ["C", "C", "N", "N", "N", "H", "H", "H", "H", "H", "H", "H", "H"],
  "positions_angstrom": [[0.36, -1.43, -0.52], [-0.06, 0.64, 1.06], [-0.24, -0.11, -0.36], [-1.28, 1.39, 1.01], [0.82, -0.36, -1.36], [1.01, -1.59, 0.34], [-0.24, -2.21, -0.93], [0.85, 1.22, 1.25], [-0.09, -0.02, 1.89], [-1.40, 2.07, 0.35], [-1.96, 0.74, 0.83], [1.86, 0.00, -1.28], [0.37, -0.34, -2.28]],
  "energy_ha": -244.88851,
  "homo_lumo_gap_ev": 10.1,
  "e_lumo_ev": -3.84,
  "charge": 1
}

=====

{
  "formula": "C2H8N3",
  "method": "ωB97M-V/def2-TZVPD",
  "elements": ["C", "C", "N", "N", "N", "H", "H", "H", "H", "H", "H", "H", "H"],
  "positions_angstrom": [[1.14, 0.58, -0.40], [-0.99, 0.47, -0.07], [0.05, 1.32, 0.12], [0.88, -0.74, 0.15], [-0.48, -0.99, 0.53], [1.01, 0.55, -1.47], [2.23, 0.95, -0.17], [-1.88, 0.81, 0.37], [-1.24, 0.30, -1.07], [0.08, 1.96, 0.89], [1.45, -1.52, -0.01], [-0.57, -0.90, 1.63], [-1.10, -1.63, -0.01]],
  "energy_ha": -244.92761,
  "homo_lumo_gap_ev": 10.9,
  "e_lumo_ev": -3.60,
  "charge": 1
}

=====

{
  "formula": "C2H8N3",
  "method": "ωB97M-V/def2-TZVPD",
  "elements": ["C", "C", "N", "N", "N", "H", "H", "H", "H", "H", "H", "H", "H"],
  "positions_angstrom": [[-1.50, 0.10, 0.45], [1.96, -0.32, -0.39], [-0.63, 0.47, -0.41], [-2.77, 0.04, -0.02], [0.71, 0.82, -0.11], [-1.35, -0.26, 1.48], [2.37, -0.03, -1.43], [2.76, -0.28, 0.29], [1.48, -1.33, -0.34], [-3.54, -0.47, 0.40], [-2.68, -0.09, -0.97], [0.94, 1.15, 0.83], [1.05, 1.54, -0.76]],
  "energy_ha": -244.94554,
  "homo_lumo_gap_ev": 10.9,
  "e_lumo_ev": -3.38,
  "charge": 1
}

=====

{
  "formula": "C2H8N3O2",
  "method": "ωB97M-V/def2-TZVPD",
  "elements": ["C", "C", "N", "N", "N", "O", "O", "H", "H", "H", "H", "H", "H", "H", "H"],
  "positions_angstrom": [[0.14, 0.36, 0.00], [0.37, -1.13, -0.53], [-1.37, 2.01, 0.96], [-1.21, 0.78, 0.29], [1.88, -1.22, -0.58], [1.07, 1.06, 0.17], [-2.25, -0.11, 0.25], [-0.03, -1.39, -1.55], [-0.14, -1.90, 0.21], [-0.46, 2.56, 0.96], [-2.12, 2.50, 0.33], [2.19, -0.28, -0.80], [2.12, -1.94, -1.30], [2.32, -1.21, 0.36], [-2.53, -0.09, 1.24]],
  "energy_ha": -395.39058,
  "homo_lumo_gap_ev": 8.9,
  "e_lumo_ev": -3.69,
  "charge": 1
}

=====

{
  "formula": "C2H8N3O2",
  "method": "ωB97M-V/def2-TZVPD",
  "elements": ["C", "C", "N", "N", "N", "O", "O", "H", "H", "H", "H", "H", "H", "H", "H"],
  "positions_angstrom": [[-0.31, -0.10, -0.02], [2.05, 0.05, -0.10], [-2.07, 1.14, -0.06], [0.79, 0.59, -0.04], [-0.65, -1.33, -0.01], [-3.05, 0.28, -0.02], [0.77, 1.91, 0.12], [2.63, -0.13, 0.83], [2.07, -0.91, -0.72], [2.72, 0.77, -0.53], [-1.95, 1.37, -1.11], [-1.62, -1.49, -0.39], [-0.03, -2.21, -0.05], [-3.54, 0.23, 0.77], [-0.14, 2.18, 0.09]],
  "energy_ha": -395.28152,
  "homo_lumo_gap_ev": [9.2, 9.2],
  "e_lumo_ev": [-4.87, -4.86],
  "charge": 1
}

=====

{
  "formula": "C2H8N3S",
  "method": "ωB97M-V/def2-TZVPD",
  "elements": ["C", "C", "N", "N", "N", "S", "H", "H", "H", "H", "H", "H", "H", "H"],
  "positions_angstrom": [[-1.51, 0.37, -0.56], [0.89, 0.42, 0.52], [0.22, -0.86, 0.53], [2.08, 0.29, -0.29], [-1.26, -0.78, 0.41], [-0.38, 1.68, -0.14], [-1.35, 0.16, -1.64], [-2.48, 0.66, -0.41], [1.31, 0.59, 1.56], [0.72, -1.44, -0.21], [2.06, 0.34, -1.30], [2.81, 0.87, 0.06], [-1.56, -0.69, 1.43], [-1.54, -1.61, 0.05]],
  "energy_ha": -643.13246,
  "homo_lumo_gap_ev": 9.8,
  "e_lumo_ev": -3.60,
  "charge": 1
}

=====

{
  "formula": "C2H8N3S",
  "method": "ωB97M-V/def2-TZVPD",
  "elements": ["C", "C", "N", "N", "N", "S", "H", "H", "H", "H", "H", "H", "H", "H"],
  "positions_angstrom": [[1.36, 0.13, -0.40], [-1.03, 0.02, 0.09], [1.52, 1.42, -0.55], [-1.48, -0.14, 1.30], [-1.21, -0.88, -0.84], [2.81, -0.76, 0.14], [-0.85, 1.03, -0.21], [0.75, 1.90, -0.98], [2.32, 1.93, -0.51], [-1.61, -1.13, 1.65], [-1.68, 0.66, 1.82], [2.29, -1.99, 0.05], [-1.76, -1.63, -0.36], [-0.81, -0.80, -1.79]],
  "energy_ha": -643.14004,
  "homo_lumo_gap_ev": 9.2,
  "e_lumo_ev": -3.49,
  "charge": 1
}

=====

{
  "formula": "C2H8N3S",
  "method": "ωB97M-V/def2-TZVPD",
  "elements": ["C", "C", "N", "N", "N", "S", "H", "H", "H", "H", "H", "H", "H", "H"],
  "positions_angstrom": [[-1.26, 0.56, -0.20], [0.73, -0.27, 1.56], [-1.28, 1.82, -0.62], [2.55, -1.28, -0.37], [-1.96, -0.38, -0.68], [2.14, -0.01, 0.68], [0.65, 0.43, 2.29], [0.16, -1.14, 1.39], [-1.24, 2.49, 0.12], [-1.77, 2.19, -1.38], [3.01, -2.05, 0.07], [2.95, -1.00, -1.25], [-2.10, -1.18, -0.12], [-2.59, -0.17, -1.50]],
  "energy_ha": -643.09215,
  "homo_lumo_gap_ev": [7.2, 7.2],
  "e_lumo_ev": [-5.16, -5.16],
  "charge": 1
}

=====

{
  "formula": "C2H8N3S",
  "method": "ωB97M-V/def2-TZVPD",
  "elements": ["C", "C", "N", "N", "N", "S", "H", "H", "H", "H", "H", "H", "H", "H"],
  "positions_angstrom": [[0.78, 0.49, -0.17], [-0.53, 0.28, 0.42], [0.05, -1.39, -1.46], [1.14, -0.62, -0.94], [-0.95, 0.64, 1.71], [0.07, 2.15, -0.99], [1.54, 0.79, 0.50], [-1.20, -0.46, -0.01], [-0.34, -1.12, -2.35], [0.40, -2.33, -1.42], [2.01, -0.59, -1.48], [-0.34, 1.50, 1.99], [-0.74, -0.19, 2.23], [-1.89, 0.85, 1.98]],
  "energy_ha": -643.05604,
  "homo_lumo_gap_ev": [7.7, 7.7],
  "e_lumo_ev": [-5.27, -5.27],
  "charge": 1
}

=====

{
  "formula": "C2H8N4",
  "method": "ωB97M-V/def2-TZVPD",
  "elements": ["N", "C", "N", "H", "H", "H", "H", "N", "C", "N", "H", "H", "H", "H"],
  "positions_angstrom": [[2.07, -1.08, -0.69], [2.10, -0.44, 0.55], [1.42, 0.61, 0.76], [1.12, -1.12, -1.05], [2.71, -0.86, -1.44], [2.80, -0.78, 1.31], [1.54, 0.88, 1.73], [-1.38, 1.33, -0.19], [-2.30, 0.29, -0.05], [-2.24, -0.81, -0.67], [-0.48, 1.09, 0.21], [-1.41, 1.94, -0.99], [-3.03, 0.41, 0.77], [-2.92, -1.46, -0.26]],
  "energy_ha": -299.97898,
  "homo_lumo_gap_ev": 10.2,
  "e_lumo_ev": 1.07
}

=====

{
  "formula": "C2H8N4",
  "method": "ωB97M-V/def2-TZVPD",
  "elements": ["C", "N", "C", "N", "N", "N", "H", "H", "H", "H", "H", "H", "H", "H"],
  "positions_angstrom": [[2.03, 0.58, -0.84], [0.59, 0.49, -0.85], [-0.07, 0.11, 0.19], [-2.37, -0.46, 0.44], [0.28, -0.65, 1.27], [-1.39, 0.46, 0.00], [-1.13, 0.85, -1.05], [-2.69, -1.05, -0.32], [-3.16, 0.06, 0.80], [-0.51, -1.07, 1.73], [1.13, -1.18, 1.21], [2.34, 1.47, -1.40], [2.49, 0.67, 0.15], [2.47, -0.30, -1.32]],
  "energy_ha": -299.96766,
  "homo_lumo_gap_ev": 9.4,
  "e_lumo_ev": 1.03
}

=====

The following molecular weight values (in g/mol) correspond, in order, to the records above: 74.107 74.107 74.107 74.107 106.105 106.105 106.174 106.174 106.174 106.174 88.114 88.114.